No. 1
C22H24B3NO44S5 | ωB97M-V with the def2-TZVPD basis set

Geometry (Å):
N -0.411 -1.004 0.351
H -1.280 -1.480 0.618
H -0.448 -0.063 0.762
H -0.219 -0.971 -0.646
H 0.370 -1.454 0.842
O -1.627 -1.428 -2.152
C -2.044 -0.515 -2.825
O -2.464 -0.624 -4.057
B -2.691 0.721 -4.632
O -2.237 1.640 -3.565
C -1.878 0.982 -2.478
O -1.480 1.427 -1.442
O -1.891 0.913 -5.859
C -2.618 1.625 -6.690
O -2.275 2.274 -7.637
C -4.093 1.587 -6.174
O -4.095 0.987 -4.992
O -5.046 2.083 -6.699
O -2.899 -2.023 1.630
C -3.925 -1.477 1.345
O -4.120 -0.440 0.574
B -5.540 -0.069 0.499
O -6.199 -1.033 1.387
C -5.294 -1.855 1.924
O -5.461 -2.754 2.680
O -6.073 -0.190 -0.906
C -6.477 1.000 -1.305
O -7.004 1.243 -2.356
C -6.309 2.013 -0.171
O -5.843 1.326 0.854
O -6.566 3.180 -0.232
O 4.077 -1.252 7.510
C 3.532 -2.082 6.833
O 2.332 -1.974 6.294
B 2.083 -3.225 5.525
O 3.252 -4.096 5.736
C 4.184 -3.371 6.333
O 5.366 -3.580 6.339
O 0.810 -3.859 5.905
C -0.006 -3.837 4.865
O -1.102 -4.310 4.789
C 0.747 -3.217 3.652
O 1.935 -2.872 4.100
O 0.224 -3.013 2.595
C -4.027 3.264 2.123
C -2.894 2.601 1.318
O -1.791 3.536 1.377
S -1.878 4.402 2.702
O -1.357 5.720 2.544
O -1.406 3.608 3.800
O -3.458 4.447 2.708
H -4.300 2.599 2.941
H -4.842 3.544 1.469
H -3.170 2.649 0.262
H -2.553 1.576 1.429
C 5.012 -2.974 2.461
C 5.259 -1.645 3.209
O 4.016 -0.994 3.142
S 3.464 -1.229 1.613
O 4.406 -0.587 0.742
O 2.069 -1.004 1.607
O 3.854 -2.803 1.680
H 4.914 -3.772 3.204
H 5.951 -3.305 2.006
H 6.059 -1.076 2.725
H 5.516 -1.749 4.262
C 2.265 4.750 0.341
C 3.387 3.682 0.344
O 2.735 2.456 0.380
S 1.538 2.589 1.463
O 2.092 2.699 2.780
O 0.523 1.627 1.223
O 1.140 4.044 0.886
H 1.956 5.131 -0.628
H 2.625 5.537 1.001
H 3.891 3.804 1.316
H 4.203 3.758 -0.370
C 0.832 2.343 -4.692
C 1.231 0.917 -5.118
O 1.433 0.178 -3.935
S 1.819 1.091 -2.640
O 3.216 1.447 -2.683
O 1.217 0.582 -1.471
O 0.981 2.336 -3.254
H -0.201 2.676 -4.755
H 1.497 3.121 -5.064
H 2.236 1.026 -5.541
H 0.565 0.395 -5.796
C 1.503 -4.495 -2.912
C 1.336 -3.391 -3.961
O 2.220 -2.331 -3.557
S 2.735 -2.554 -2.059
O 1.743 -2.194 -1.109
O 4.084 -2.139 -1.960
O 2.700 -4.163 -2.201
H 1.692 -5.489 -3.305
H 0.677 -4.453 -2.200
H 0.301 -3.056 -4.018
H 1.684 -3.668 -4.955

Output
Molecular weight: 1199.17 g mol⁻¹
Charge: -2
Highest occupied orbital energy: -5.812 eV
Relative energy (zero: lowest compared OMol25 entry of this formula, charge and spin): 0.00 kcal/mol
Strongest force on any atom: 0.068 hartree/bohr


No. 2
C38H37N3O5P2PtS | ωB97M-V with the def2-TZVPD basis set

Geometry (Å):
Pt 0.989 -1.050 -0.938
O -2.871 -1.489 -0.784
C -1.822 -1.367 -0.187
O -0.747 -2.070 -0.473
C -1.836 -0.392 1.013
C -0.685 -0.497 2.015
C -1.095 0.124 3.355
C -1.010 1.634 3.028
C -0.584 1.593 1.560
O 0.271 0.449 1.497
C -1.797 1.156 0.699
C -1.699 1.525 -0.749
O -2.575 1.708 -1.522
O -0.340 1.703 -1.175
H -2.792 -0.605 1.489
H -0.238 -1.483 2.063
H -0.392 -0.152 4.139
H -2.089 -0.193 3.666
H -0.241 2.126 3.620
H -1.947 2.168 3.181
H -0.057 2.470 1.198
H -2.725 1.620 1.030
N 1.908 1.446 -2.406
P 2.655 0.364 -1.277
C 4.175 -0.224 -2.008
C 5.259 0.638 -2.191
C 6.417 0.167 -2.787
C 6.502 -1.161 -3.186
C 5.434 -2.026 -2.986
C 4.269 -1.561 -2.397
C 3.154 1.423 0.090
C 2.593 2.683 0.282
C 2.975 3.455 1.370
C 3.904 2.968 2.278
C 4.466 1.713 2.090
C 4.101 0.944 0.998
P 0.274 1.358 -2.600
C -0.256 2.505 -3.819
C -0.258 2.114 -5.160
C -0.642 3.024 -6.129
C -1.023 4.308 -5.758
C -1.027 4.693 -4.423
C -0.646 3.793 -3.444
C -0.085 -0.337 -2.972
C -1.433 -0.756 -3.108
C -1.715 -2.018 -3.566
C -0.685 -2.877 -3.957
C 0.632 -2.469 -3.915
C 0.951 -1.200 -3.442
H 2.417 2.200 -2.853
H 5.206 1.669 -1.861
H 7.256 0.833 -2.931
H 7.410 -1.527 -3.646
H 5.514 -3.063 -3.283
H 3.441 -2.239 -2.209
H 1.861 3.076 -0.411
H 2.549 4.441 1.504
H 4.200 3.572 3.125
H 5.202 1.338 2.788
H 4.568 -0.022 0.844
H 0.023 1.106 -5.444
H -0.654 2.733 -7.170
H -1.330 5.014 -6.518
H -1.339 5.690 -4.146
H -0.668 4.080 -2.401
H -2.248 -0.102 -2.841
H -2.745 -2.340 -3.617
H -0.935 -3.862 -4.332
H 1.424 -3.112 -4.276
H 1.963 -0.837 -3.551
C 2.196 -6.476 2.893
C 2.024 -5.704 1.632
C 1.804 -6.239 0.394
C 1.645 -5.371 -0.698
N 1.716 -4.047 -0.566
C 1.918 -3.537 0.637
S 2.058 -1.838 0.946
N 2.063 -4.349 1.715
C 1.414 -5.914 -2.066
H 2.307 -7.535 2.679
H 1.323 -6.344 3.536
H 3.077 -6.134 3.439
H 1.756 -7.310 0.264
H 2.189 -3.917 2.623
H 0.567 -6.601 -2.064
H 2.289 -6.484 -2.387
H 1.237 -5.104 -2.766

Output
Molecular weight: 904.82 g mol⁻¹
Charge: +2
Highest occupied orbital energy: -13.616 eV
Relative energy (zero: lowest compared OMol25 entry of this formula, charge and spin): 0.00 kcal/mol
Strongest force on any atom: 0.007 hartree/bohr


No. 3
C31H50BrCl2F3N2O7S | ωB97M-V with the def2-TZVPD basis set

Geometry (Å):
C -3.280 0.581 -3.117
C -1.719 1.035 -3.526
N -0.820 0.235 -2.634
C 0.678 0.388 -3.002
C 0.909 1.687 -4.034
C 0.833 1.538 -5.699
C 1.047 2.890 -6.608
N 1.334 4.285 -6.125
C 1.379 4.423 -4.628
C 1.181 3.240 -3.507
O 0.961 -0.789 -3.776
S 2.572 -1.174 -4.064
O 3.038 -0.766 -5.519
O 3.484 -0.188 -3.045
C 3.575 -0.660 -1.659
C 4.339 -2.079 -1.648
C 5.590 -2.002 -0.539
O 6.616 -2.954 -1.074
C 7.232 -3.728 0.015
O 8.544 -4.049 -0.143
C 2.130 -0.585 -0.804
C 2.575 0.012 0.637
C 1.820 -0.274 2.000
C 0.257 -0.619 2.107
C -0.598 0.506 3.004
C -2.113 0.526 2.380
C -3.307 0.861 3.451
C -4.706 0.131 2.952
C -4.987 0.239 1.341
C -6.414 -0.501 0.878
C -7.754 0.280 1.405
O -8.626 -0.723 2.035
C -9.301 -0.207 3.236
C 1.272 -1.960 -0.829
C 1.554 -3.123 0.253
O 2.834 -3.140 0.951
C 2.971 -4.340 1.811
C 3.371 -3.959 3.358
F 2.135 -3.611 4.104
F 3.929 -5.198 3.980
F 4.425 -2.918 3.484
C 1.406 0.694 -1.608
Br -0.007 1.650 -0.481
H -3.205 0.187 -2.015
H -3.632 -0.287 -3.819
H -4.024 1.512 -3.183
H -1.716 2.211 -3.316
H -1.645 0.783 -4.681
H -1.113 -0.764 -2.701
H 0.603 0.463 -6.163
H 0.979 2.739 -7.790
H 1.597 5.516 -4.198
H 1.266 3.501 -2.370
H 4.332 0.129 -1.170
H 3.708 -3.048 -1.528
H 4.904 -2.187 -2.695
H 6.128 -0.945 -0.547
H 5.252 -2.257 0.551
H 6.610 -4.095 0.942
H 2.702 1.193 0.503
H 3.700 -0.356 0.823
H 2.399 -1.150 2.575
H 2.002 0.671 2.713
H -0.355 -0.762 1.128
H 0.124 -1.633 2.724
H -0.055 1.555 2.977
H -0.674 0.154 4.142
H -2.236 1.280 1.470
H -2.368 -0.551 1.932
H -3.488 2.020 3.503
H -3.057 0.416 4.528
H -5.597 0.719 3.486
H -4.812 -0.990 3.349
H -4.990 1.372 0.976
H -4.157 -0.291 0.668
H -6.375 -0.496 -0.312
H -6.374 -1.652 1.177
H -7.504 1.210 2.070
H -8.328 0.653 0.427
H -10.416 0.009 2.946
H -8.752 0.675 3.775
H -9.314 -1.107 4.019
H 0.118 -1.650 -0.787
H 1.348 -2.518 -1.885
H 0.708 -3.162 1.095
H 1.459 -4.190 -0.278
H 3.812 -5.042 1.372
H 1.946 -4.911 1.798
H 2.258 1.532 -1.617
Cl 2.537 3.004 3.328
C 2.304 4.107 1.950
C 1.795 5.472 2.386
Cl 0.125 5.402 3.002
H 1.619 3.629 1.244
H 3.277 4.213 1.462
H 1.788 6.156 1.533
H 2.427 5.907 3.167

Output
Molecular weight: 802.62 g mol⁻¹
Charge: 0
Highest occupied orbital energy: -8.938 eV
Relative energy (zero: lowest compared OMol25 entry of this formula, charge and spin): 464.75 kcal/mol
Strongest force on any atom: 0.181 hartree/bohr


No. 4
C4H11P3 | ωB97M-V with the def2-TZVPD basis set

Geometry (Å):
C 0.160 -0.500 -1.235
C 1.628 -0.146 0.644
C -0.274 -1.899 0.804
C 0.126 -0.515 0.247
P -1.964 3.695 0.151
P -0.232 2.583 -0.043
P -1.217 0.751 0.713
H -0.687 -0.922 -1.629
H 0.237 0.559 -1.576
H 1.076 -1.136 -1.567
H 1.781 -0.100 1.677
H 1.991 0.746 0.148
H 2.245 -1.056 0.315
H 0.518 -2.434 1.369
H -1.375 -1.858 1.196
H -0.272 -2.531 -0.087
H -1.413 4.968 0.044
H -2.330 -0.204 -1.170

Output
Molecular weight: 152.05 g mol⁻¹
Charge: 0
Highest occupied orbital energy (alpha / beta): -8.791 / -8.256 eV
Relative energy (zero: lowest compared OMol25 entry of this formula, charge and spin): 70.89 kcal/mol
Strongest force on any atom: 0.073 hartree/bohr


Which of these has the highest relative energy (zero: lowest compared OMol25 entry of this formula, charge and spin)? C31H50BrCl2F3N2O7S